Molecular formula: C3H12N4O
Method: DFT, ωB97M-V/def2-TZVPD

Output
- E_LUMO: 0.5 eV
- Gap between HOMO and LUMO: 8.7681 eV
- ΔE to the lowest compared entry with this formula, charge and spin: 412.59 kJ/mol

CARTESIAN COORDINATES (ANGSTROEM)
N (0.10, -1.32, 1.88)
N (1.06, -0.15, -1.33)
H (0.96, -0.81, -2.08)
H (1.16, 2.59, -0.07)
H (-0.45, -1.61, 2.68)
N (1.27, 1.96, 0.73)
H (1.30, 2.53, 1.58)
H (-1.59, -0.68, -2.05)
H (-2.26, 0.40, -0.82)
H (0.17, 0.06, 1.47)
N (0.13, 1.09, 0.74)
H (-0.72, 1.60, 0.95)
H (0.73, -1.80, 0.03)
C (0.11, -2.09, 0.87)
C (-0.08, 0.64, -1.09)
H (1.92, 0.39, -1.34)
H (-0.42, -3.05, 0.83)
C (-1.48, -0.33, -1.02)
H (-1.66, -1.14, -0.31)
O (-0.23, 1.72, -1.65)

natural (NBO) atomic charges, in units of e: number 1, N, carries -0.65; number 2, N, carries -0.94; number 3, H, carries 0.38; number 4, H, carries 0.37; number 5, H, carries 0.36; number 6, N, carries -0.68; number 7, H, carries 0.34; number 8, H, carries 0.21; number 9, H, carries 0.22; number 10, H, carries 0.42; number 11, N, carries -0.60; number 12, H, carries 0.34; number 13, H, carries 0.23; number 14, C, carries 0.03; number 15, C, carries 0.70; number 16, H, carries 0.39; number 17, H, carries 0.16; number 18, C, carries -0.72; number 19, H, carries 0.18; number 20, O, carries -0.76